Entry from the Open Molecules 2025 dataset: 4 unconnected molecules or ions with the total composition C24H56O6P at a distorted geometry (wB97M-V/def2-TZVPD).

The geometry in ORCA input format:
```
! RIJCOSX wB97M-V def2-TZVPD def2/J DEFGRID3
* xyz -1 1
C -1.6953 1.2032 -2.4176
C -0.6613 0.5926 -2.2694
C 0.6604 -0.0721 -2.1628
P 1.4143 0.2451 -0.3924
C 3.1639 0.7025 -1.0382
C 3.7039 2.0742 -0.5064
C 4.1946 1.9144 0.9452
C 5.1347 3.0420 1.4424
C 4.6897 4.4937 1.0720
C 5.7442 5.1892 0.1830
C 5.5011 5.0101 -1.3368
C 6.1767 6.1830 -2.1115
C 5.1536 7.2195 -2.6734
H -2.4412 1.9534 -2.3338
H 0.4635 -1.1458 -2.2729
H 1.2376 0.3140 -3.0094
H 1.8070 -1.1845 -0.3618
H 1.9089 0.3355 0.9848
H 0.9856 1.6504 -0.4033
H 0.1130 -0.1744 0.1668
H 3.8700 -0.0595 -0.6768
H 3.2695 0.7305 -2.1329
H 4.5942 2.3030 -1.1088
H 2.9505 2.8583 -0.6238
H 3.3885 1.7808 1.6672
H 4.7773 0.9846 0.9651
H 5.1668 2.9773 2.5379
H 6.1640 2.8915 1.0969
H 4.6767 5.0606 2.0114
H 3.6930 4.5230 0.6311
H 6.7605 4.8489 0.4092
H 5.7453 6.2742 0.3594
H 4.4293 4.9513 -1.5446
H 5.9420 4.0794 -1.7064
H 6.8051 5.7907 -2.9174
H 6.8729 6.6640 -1.4164
H 5.2820 7.2684 -3.7570
H 4.1389 6.9082 -2.4287
H 5.3826 8.2046 -2.2611
C 2.4054 -4.7199 0.1447
O 2.8619 -4.1571 -1.0686
C 3.1866 -5.1349 -2.0439
C 2.1051 -5.2498 -3.0956
O 0.9165 -5.7988 -2.5510
C -0.0656 -4.8043 -2.3064
H 2.0210 -3.9080 0.7608
H 1.6042 -5.4455 -0.0220
H 3.2356 -5.2019 0.6758
H 3.3752 -6.1075 -1.5768
H 4.1135 -4.8068 -2.5277
H 2.4446 -5.9340 -3.8820
H 1.9135 -4.2754 -3.5545
H -0.4725 -4.4333 -3.2537
H 0.3408 -3.9700 -1.7305
H -0.8723 -5.2606 -1.7345
C -2.6927 -1.5873 -0.7815
O -2.3821 -2.8279 -0.1560
C -2.6916 -2.8447 1.2239
C -3.9646 -3.6209 1.4912
O -5.1067 -2.9497 0.9684
C -5.5700 -3.5231 -0.2398
H -2.5883 -1.7145 -1.8573
H -3.7190 -1.2721 -0.5636
H -1.9909 -0.8187 -0.4543
H -2.7645 -1.8280 1.6216
H -1.8620 -3.3467 1.7338
H -4.1097 -3.6997 2.5746
H -3.8900 -4.6346 1.0858
H -6.0316 -4.4980 -0.0437
H -4.7616 -3.6393 -0.9653
H -6.3242 -2.8573 -0.6598
C -5.5787 -0.0365 4.7169
O -5.3980 0.2138 3.3379
C -6.2062 -0.6222 2.5123
C -7.4019 0.1327 1.9751
O -8.3263 0.4635 3.0093
C -8.2444 1.8205 3.4005
H -5.0642 0.7488 5.2705
H -6.6365 -0.0265 4.9951
H -5.1362 -1.0017 4.9886
H -6.5232 -1.5177 3.0540
H -5.5877 -0.9392 1.6761
H -7.9340 -0.5112 1.2675
H -7.0802 1.0309 1.4397
H -8.6453 2.4675 2.6119
H -7.2159 2.1136 3.6257
H -8.8493 1.9480 4.2980
*
```

The value obtained for the HOMO energy is -3.5213 eV. The value obtained for the lowest unoccupied orbital energy is 2.50 eV. The calculation puts the largest force on an atom at 0.0415 Eh/bohr.


Entry from the Open Molecules 2025 dataset: a molecular structure, C24H57CaN2O10S2 at a distorted geometry (wB97M-V/def2-TZVPD).

The geometry in ORCA input format:
```
! RIJCOSX wB97M-V def2-TZVPD def2/J DEFGRID3
* xyz 1 1
Ca 3.7255 -1.5601 4.1772
C -1.2562 -0.3728 1.4029
C 0.1070 -0.5664 2.1040
O 0.3486 -0.0123 3.2230
O 0.9670 -1.2965 1.5078
H -0.9769 -0.1356 0.3763
H -1.7927 0.4908 1.7957
H -1.9998 -1.1684 1.4495
C -10.4928 0.9814 1.9794
C -9.0280 0.6592 1.6931
C -8.1100 1.6672 2.4327
O -8.6388 -0.5712 2.0496
H -11.1409 0.1987 1.5851
H -10.7942 2.0067 1.7649
H -10.7163 0.6755 3.0014
H -8.8085 0.7836 0.6327
H -8.1162 1.5492 3.5163
H -8.3076 2.7179 2.2202
H -7.0888 1.6379 2.0526
H -8.2255 -0.4756 2.9109
C -1.7069 -2.1973 -4.8026
C -1.4239 -3.6880 -4.4603
C -2.5801 -4.2920 -3.5569
O -1.5646 -4.4537 -5.6948
H -2.6927 -2.2453 -5.2653
H -1.0891 -1.8028 -5.6093
H -1.7921 -1.4555 -4.0085
H -0.4404 -3.8661 -4.0254
H -2.7388 -3.7793 -2.6082
H -2.4525 -5.3671 -3.4305
H -3.5199 -4.2049 -4.1022
H -1.8265 -5.3362 -5.4223
C 3.6462 5.5202 -6.0880
C 4.4050 4.5064 -5.1023
C 3.8779 3.0777 -5.3600
O 2.4767 2.9882 -5.2752
C 2.0808 2.8451 -3.8696
N 5.8020 4.5540 -5.4342
H 4.0590 5.3201 -7.0768
H 3.8097 6.5265 -5.7024
H 2.6156 5.2401 -6.3061
H 4.2269 4.9102 -4.1057
H 4.3328 2.3306 -4.7096
H 4.2083 2.8012 -6.3612
H 2.3143 3.6104 -3.1294
H 2.4802 1.9557 -3.3822
H 1.0012 2.9195 -4.0005
H 6.2481 4.8767 -4.5874
H 6.0240 3.5749 -5.5444
C 5.4359 -3.1733 -4.0061
C 5.3415 -3.6276 -2.6233
C 6.4776 -4.4818 -2.2534
O 7.6378 -3.7348 -2.1764
C 8.7809 -4.4352 -1.6400
N 5.1027 -2.5363 -1.6954
H 4.6090 -2.5452 -4.3377
H 5.3796 -4.0059 -4.7073
H 6.3856 -2.6613 -4.1612
H 4.5275 -4.3506 -2.5713
H 6.7281 -5.3116 -2.9143
H 6.2456 -4.8699 -1.2617
H 8.8341 -5.4105 -2.1238
H 8.7103 -4.7104 -0.5877
H 9.6354 -3.9275 -2.0874
H 4.4421 -2.8982 -1.0225
H 4.4425 -1.9775 -2.2170
C 0.2614 6.5143 2.4930
C -0.5399 7.6455 1.8995
C -2.0549 7.5068 2.1500
S -2.2448 5.6777 1.9083
O -2.7130 5.2486 0.5994
O -2.9773 5.1386 3.0566
C -0.4648 5.1912 2.0856
H 0.3191 6.6770 3.5693
H 1.3135 6.5090 2.2081
H -0.3136 7.6751 0.8336
H -0.2652 8.6263 2.2874
H -2.6880 7.9768 1.3975
H -2.3815 7.7119 3.1695
H -0.2358 4.5979 1.2003
H -0.3947 4.4718 2.9015
C -2.1192 -5.4687 7.4151
C -2.8548 -4.1571 7.0884
C -1.8305 -3.2972 6.4114
S -0.1659 -3.5072 7.2116
O 0.2541 -2.6794 8.3547
O 0.7803 -3.6943 6.0783
C -0.6418 -5.0992 8.0113
H -2.0937 -6.0646 6.5028
H -2.7313 -6.0180 8.1304
H -3.3286 -3.6034 7.8991
H -3.6273 -4.5094 6.4049
H -1.9923 -2.2469 6.1688
H -1.8025 -3.5442 5.3502
H -0.7299 -4.8899 9.0773
H 0.1102 -5.8101 7.6690
*
```

The value obtained for the HOMO energy is -10.4598 eV. The value obtained for the lowest unoccupied orbital energy is -7.13 eV. The calculation puts the largest force on an atom at 0.0803 Eh/bohr.


Entry from the Open Molecules 2025 dataset: a molecular structure, C24H57NOOsP2Si4Te at a distorted geometry (wB97M-V/def2-TZVPD).

The geometry in ORCA input format:
```
! RIJCOSX wB97M-V def2-TZVPD def2/J DEFGRID3
* xyz 0 5
Os 0.0503 -0.3817 0.2238
P 2.4069 -0.4429 -0.0281
P -2.3294 -0.1026 0.3628
N 0.0077 0.5521 -1.3335
H 0.6926 -2.0312 1.3179
C 2.9218 -1.7761 -1.1671
H 4.0155 -1.8721 -1.1556
H 2.5871 -1.5263 -2.1816
H 2.4690 -2.7261 -0.8671
C 3.5059 -0.6207 1.4188
H 4.5154 -0.8836 1.0704
H 3.1445 -1.4158 2.0820
H 3.5499 0.3203 1.9797
C 3.0855 1.0482 -0.8677
H 4.1789 1.0710 -0.7637
H 2.6631 1.9572 -0.4252
H 2.8272 1.0145 -1.9337
C -3.2622 -1.3714 -0.5707
H -4.3426 -1.1928 -0.4816
H -3.0117 -2.3688 -0.1925
H -2.9648 -1.3106 -1.6246
C -3.1842 -0.0588 1.9733
H -4.2668 0.0222 1.7930
H -2.8441 0.8037 2.5569
H -2.9905 -0.9774 2.5395
C -2.9165 1.4426 -0.4374
H -3.9952 1.5541 -0.2607
H -2.7288 1.3873 -1.5169
H -2.3883 2.3089 -0.0237
C -0.0079 1.3911 -2.3763
C -0.0046 1.7739 -4.7839
C -0.0207 0.8953 -3.7222
C 0.0018 2.8143 -2.1761
C 0.0134 3.6708 -3.2590
C 0.0111 3.1603 -4.5629
H -0.0041 1.3810 -5.8039
H -0.0398 -0.1964 -3.8332
H 0.0052 3.1654 -1.1375
H 0.0247 4.7481 -3.0816
H 0.0214 3.8438 -5.4110
C -0.0601 -3.0507 0.8913
O -0.5470 -2.3769 -0.2301
C 0.7013 -4.2963 0.5057
H 1.1607 -4.7458 1.3924
H 1.4725 -4.1077 -0.2421
H -0.0239 -5.0084 0.0930
C -1.0678 -3.2959 1.9943
H -1.9930 -3.7244 1.5870
H -1.3001 -2.3739 2.5420
H -0.6450 -4.0063 2.7161
C -3.3738 0.9238 5.5406
Si -1.8313 -0.1183 5.8408
C -1.5258 -0.0929 7.7063
C -2.1617 -1.9122 5.3598
Si 0.0322 0.7562 4.6423
Te 0.2947 1.2997 2.0804
Si 0.2072 3.0230 5.2449
C 0.2063 3.1774 7.1254
C 1.7897 3.7946 4.5674
C -1.2603 3.9618 4.5204
Si 1.9129 -0.3627 5.5195
C 1.8432 -0.5308 7.3983
C 1.9430 -2.0893 4.7609
C 3.5117 0.5544 5.1266
H -4.1548 0.5634 6.2276
H -3.7590 0.8265 4.5182
H -3.2116 1.9881 5.7514
H -2.5076 -0.1066 8.2033
H -0.9732 -0.9818 8.0358
H -0.9868 0.7937 8.0587
H -2.6352 -2.0066 4.3747
H -1.2467 -2.5200 5.3601
H -2.8526 -2.3484 6.0976
H 1.0235 2.6149 7.5964
H 0.3506 4.2422 7.3643
H -0.7437 2.8596 7.5732
H 1.8198 3.7864 3.4697
H 1.8131 4.8441 4.9001
H 2.6986 3.3033 4.9344
H -1.2640 3.9281 3.4227
H -2.2289 3.5895 4.8742
H -1.1676 5.0149 4.8275
H 1.2147 -1.3763 7.7058
H 2.8660 -0.7277 7.7543
H 1.4802 0.3707 7.9075
H 1.6954 -2.0850 3.6911
H 2.9532 -2.5103 4.8784
H 1.2344 -2.7584 5.2689
H 3.6440 0.7496 4.0561
H 3.5753 1.5117 5.6605
H 4.3511 -0.0734 5.4634
*
```

The value obtained for the HOMO energy (alpha / beta) is -5.4807 / -6.9897 eV. The value obtained for the lowest unoccupied orbital energy (alpha / beta) is 0.47 / -0.91 eV. Its energy above the lowest of the compared OMol25 structures with the same formula, charge and spin is 0.00 kJ/mol. The calculation puts the largest force on an atom at 0.0669 Eh/bohr.


Entry from the Open Molecules 2025 dataset: a molecular structure, C24H58MgP2Si4Te at a distorted geometry (wB97M-V/def2-TZVPD).

The geometry in ORCA input format:
```
! RIJCOSX wB97M-V def2-TZVPD def2/J DEFGRID3
* xyz 0 1
P 0.2586 -1.9089 -2.2940
P -0.0923 1.9006 -1.8857
C 0.2337 -0.5181 -3.6549
C 0.6578 0.9368 -3.3662
H -0.7312 -0.5863 -4.3144
H 0.9351 -0.9679 -4.3711
H 1.7465 1.0584 -3.3264
H 0.3289 1.5465 -4.2093
C -1.4313 2.7919 -2.8614
H -1.6955 3.6827 -2.2761
H -2.3733 2.2123 -2.9844
H -1.0971 3.1477 -3.8475
C 1.1216 3.2686 -1.9803
H 0.9676 3.9334 -2.8379
H 2.1553 2.9113 -2.0135
H 1.0263 3.8828 -1.0670
C -0.6623 -3.2400 -3.2206
H -0.5673 -4.1649 -2.6234
H -0.2728 -3.4392 -4.2296
H -1.7420 -3.0408 -3.2951
C 1.9876 -2.4105 -2.6903
H 2.6650 -1.5575 -2.5377
H 2.1037 -2.7710 -3.7200
H 2.2909 -3.2143 -1.9992
Mg -1.8638 -0.0763 -3.1219
C 0.2724 1.5057 -6.3213
C -1.0683 1.5101 -6.1564
C -1.9820 0.8626 -7.1374
C -1.6002 -0.5845 -7.5117
C -0.8682 -1.3647 -6.4731
C 0.4746 -1.4854 -6.4913
C 1.3813 -0.6288 -7.3126
C 1.0119 0.8704 -7.4546
C -0.0276 -2.1265 0.9666
H 0.9256 2.1777 -5.7354
H -1.5573 2.1568 -5.4160
H -1.9825 1.4713 -8.0558
H -3.0110 0.8866 -6.7767
H -2.5297 -1.1383 -7.7592
H -1.0190 -0.5569 -8.4457
H -1.4796 -1.9563 -5.7799
H 0.9661 -2.3413 -5.9992
H 1.4594 -1.0452 -8.3335
H 2.4184 -0.6918 -6.9286
H 1.9562 1.4324 -7.5497
H 0.4853 1.0242 -8.3979
H 0.6937 -2.3124 1.7420
H 0.4352 -2.0833 -0.0260
H -0.8038 -2.8930 1.0111
C 3.4456 0.2978 4.3686
Si 1.8444 1.1318 4.9321
C 1.9086 1.1351 6.8346
C 1.7944 2.9528 4.4167
Si -0.0309 0.0319 3.9097
Te -0.9680 -0.2309 1.3882
Si 0.0328 -2.0110 5.1024
C -0.0173 -1.8799 6.9761
C -1.5053 -2.9312 4.5500
C 1.5916 -2.9653 4.6769
Si -1.8517 1.1313 4.9107
C -1.9239 1.1087 6.7960
C -1.7653 2.9404 4.3796
C -3.4099 0.2811 4.2838
H 4.2964 0.9671 4.5755
H 3.4291 0.0904 3.2890
H 3.6286 -0.6512 4.8928
H 2.7803 1.7426 7.1331
H 1.0163 1.5833 7.2921
H 2.0454 0.1292 7.2519
H 1.6553 3.0622 3.3287
H 0.9919 3.5076 4.9163
H 2.7431 3.4335 4.6973
H -0.9006 -1.3692 7.3622
H -0.0307 -2.8991 7.3894
H 0.8487 -1.3735 7.4068
H -1.6575 -2.9041 3.4663
H -1.4091 -3.9835 4.8508
H -2.4154 -2.5353 5.0128
H 1.7633 -3.0487 3.5985
H 2.4910 -2.5182 5.1127
H 1.5036 -3.9841 5.0792
H -1.0356 1.5441 7.2695
H -2.7950 1.7198 7.0796
H -2.0757 0.1018 7.2010
H -1.6037 3.0553 3.2952
H -2.7176 3.4197 4.6471
H -0.9705 3.4893 4.8972
H -3.3761 0.0784 3.2040
H -3.5940 -0.6692 4.8034
H -4.2568 0.9521 4.4923
*
```

The value obtained for the HOMO energy is -5.1104 eV. The value obtained for the lowest unoccupied orbital energy is 0.17 eV. Its energy above the lowest of the compared OMol25 structures with the same formula, charge and spin is 215.86 kJ/mol. The calculation puts the largest force on an atom at 0.0652 Eh/bohr.


Entry from the Open Molecules 2025 dataset: 6 unconnected molecules or ions with the total composition C24H58NO14P2S3 at a distorted geometry (wB97M-V/def2-TZVPD).

The geometry in ORCA input format:
```
! RIJCOSX wB97M-V def2-TZVPD def2/J DEFGRID3
* xyz 1 1
N -0.2857 0.0849 -0.5108
H -0.5696 -0.6437 -1.1501
H -0.6362 1.0092 -0.7182
H 0.6280 -0.0103 -0.0910
H -0.8651 -0.2044 0.2642
C -2.9414 -3.7268 2.8564
C -3.9549 -2.8666 3.6344
C -3.6581 -1.4338 3.2124
S -3.3427 -1.5974 1.3594
O -2.1239 -0.7886 1.1725
O -4.6855 -1.2423 0.8215
C -3.0486 -3.3288 1.3613
H -3.0761 -4.8074 2.9038
H -2.0057 -3.6278 3.4066
H -3.5992 -3.0425 4.6496
H -4.9891 -3.1862 3.5064
H -2.8147 -0.8784 3.6227
H -4.4209 -0.7155 3.5129
H -2.2123 -3.3071 0.6625
H -3.8847 -3.8461 0.8907
C -2.2378 4.7598 4.1988
C -2.7886 5.5918 2.9271
C -2.6843 4.5738 1.7903
S -1.0868 3.8182 1.9466
O -0.0957 4.7327 1.4403
O -1.1051 2.4866 1.3115
C -1.1705 3.7125 3.7894
H -2.9867 4.1534 4.7082
H -1.7887 5.4927 4.8691
H -2.1914 6.4878 2.7576
H -3.7820 6.0356 2.9929
H -2.7641 4.9865 0.7847
H -3.3924 3.7995 2.0855
H -0.1788 3.7159 4.2417
H -1.6894 2.7645 3.9312
C 2.2832 5.0803 -3.2715
C 1.3454 6.0435 -2.4633
C 0.2747 5.2626 -1.6208
S 0.0210 3.7064 -2.6663
O -0.8068 4.0391 -3.7891
O -0.2807 2.5487 -1.8010
C 1.8603 3.6257 -3.0206
H 3.3609 5.1641 -3.1315
H 2.2953 5.2924 -4.3406
H 0.8322 6.5850 -3.2579
H 1.9069 6.7461 -1.8475
H -0.6607 5.7694 -1.3835
H 0.8844 5.0505 -0.7425
H 1.8229 2.9056 -3.8380
H 2.4065 3.2490 -2.1558
C 3.9483 2.6621 0.4645
C 4.1221 2.0369 1.8869
O 4.4513 0.6436 1.8430
P 3.3447 -0.4918 2.1250
O 2.3589 -0.7196 0.9876
O 4.2159 -1.8856 2.3653
C 4.7862 -2.5875 1.2591
C 5.4349 -4.0526 1.4798
O 2.6776 -0.1074 3.5576
C 1.2919 -0.1694 3.7995
C 0.7499 0.3179 5.1548
H 3.6674 3.7121 0.3828
H 4.8892 2.5278 -0.0691
H 3.0876 2.1310 0.0579
H 4.8011 2.5524 2.5662
H 3.1264 2.1777 2.3074
H 3.9713 -2.7691 0.5583
H 5.4165 -1.8178 0.8138
H 4.7272 -4.8542 1.6911
H 5.9089 -4.4294 0.5735
H 6.2073 -4.0990 2.2474
H 0.8033 0.1935 2.8953
H 1.3072 -1.2521 3.9245
H 0.9608 -0.4656 5.8826
H 1.4358 1.0928 5.4972
H -0.2918 0.5938 5.3189
C -1.4675 -0.1581 -4.7262
C -1.3978 -1.6412 -5.0499
O -0.4985 -2.2883 -4.2326
P -0.9138 -3.0278 -2.8942
O -0.9476 -2.2669 -1.6150
O -2.2596 -3.8108 -3.4038
C -2.2540 -4.7581 -4.5074
C -3.5763 -5.5688 -4.4401
O 0.0475 -4.2787 -2.7701
C 1.3074 -4.0560 -2.3386
C 2.2399 -5.2277 -2.7065
H -1.9368 0.0843 -3.7727
H -0.4860 0.3142 -4.7670
H -1.9435 0.3688 -5.5532
H -2.3859 -2.0735 -4.8921
H -1.1217 -1.9153 -6.0681
H -2.2434 -4.2404 -5.4665
H -1.4680 -5.5117 -4.4589
H -3.7683 -6.0283 -3.4705
H -4.4467 -4.9167 -4.5129
H -3.6151 -6.3045 -5.2433
H 1.6402 -3.1119 -2.7699
H 1.5182 -3.8291 -1.2935
H 2.4013 -5.3587 -3.7765
H 3.2328 -5.1693 -2.2604
H 1.8264 -6.1864 -2.3935
*
```

The value obtained for the HOMO energy is -12.1815 eV. The value obtained for the lowest unoccupied orbital energy is -1.61 eV. The calculation puts the largest force on an atom at 0.1180 Eh/bohr.